No. 1
Below is a molecular structure, C18H18Br4F5O4PSiTi, with properties calculated with ωB97M-V/def2-TZVPD.

Atoms and positions in Å:
Ti1 -0.0710 -0.0864 -0.2657
Br1 3.5719 0.1004 5.6776
C1 3.1311 0.0282 3.8405
C2 4.1162 0.1209 2.8718
Br2 5.9316 0.3342 3.3598
C3 3.7705 0.0562 1.5145
Br3 5.0681 0.1232 0.1379
C4 2.4458 -0.0804 1.1112
O1 2.0392 -0.2212 -0.1225
C5 1.4341 -0.1378 2.1159
O2 0.1965 -0.2893 1.6878
C6 1.7881 -0.1165 3.4576
Br4 0.3836 -0.2646 4.7056
C7 -2.0239 2.8335 1.1092
Si1 -0.8467 3.1011 -0.3276
C8 -1.8008 3.7957 -1.7855
C9 0.4848 4.3141 0.1954
O3 -0.1414 1.6965 -0.7893
H1 -2.1795 3.7653 1.6601
H2 -1.6289 2.0930 1.8100
H3 -2.9973 2.4732 0.7680
H4 -2.3344 4.7081 -1.5042
H5 -2.5353 3.0688 -2.1389
H6 -1.1362 4.0328 -2.6187
H7 0.0534 5.2766 0.4834
H8 1.1993 4.4867 -0.6119
H9 1.0405 3.9240 1.0513
F1 -2.8366 -1.0544 1.9104
C10 -3.2117 -0.7477 0.6485
C11 -2.2651 -0.4608 -0.3102
C12 -2.7867 -0.1734 -1.5544
F2 -1.9560 0.1085 -2.5948
C13 -4.1391 -0.1395 -1.8526
F3 -4.5880 0.1587 -3.0854
C14 -5.0455 -0.4296 -0.8484
F4 -6.3636 -0.4161 -1.1010
C15 -4.5790 -0.7428 0.4156
F5 -5.4598 -1.0324 1.3893
C16 1.6954 -3.3438 0.2103
P1 1.3548 -2.7491 -1.4491
C17 2.8978 -2.1661 -2.1685
C18 0.8824 -4.2064 -2.3971
O4 0.2101 -1.7637 -1.5193
H10 2.4418 -4.1397 0.1679
H11 0.7784 -3.7346 0.6530
H12 2.0709 -2.5320 0.8315
H13 3.3487 -2.9433 -2.7870
H14 3.5823 -1.8397 -1.3892
H15 2.6771 -1.2910 -2.7794
H16 1.6546 -4.9742 -2.3375
H17 0.7337 -3.9241 -3.4393
H18 -0.0557 -4.5992 -2.0067

Largest force on an atom in eV Å⁻¹: 0.97
Energy relative to the best compared isomer or geometry (same formula, charge and spin) in kJ/mol: 0.00
LUMO energy (alpha / beta) in eV: 2.22 / 2.22
HOMO (alpha / beta) in eV: -4.6 / -4.9
E_tot in a.u.: -13273.7129
Total charge: -1
Spin multiplicity: 2

Atomic partial charges in e from the Löwdin method, atoms 1 to 4: Ti 1.055; Br 0.671; C -0.766; C -0.767


No. 2
Below is a single C2H2N2O2S molecule, with properties calculated with ωB97M-V/def2-TZVPD.

Atoms and positions in Å:
O1 0.9426 0.5250 1.7063
N1 0.1034 -0.1074 0.8545
O2 0.1786 -1.4878 0.7208
N2 -0.3122 -1.7181 -0.4843
C1 -0.5260 -0.6067 -1.0711
C2 -0.2904 0.4942 -0.2609
S1 -0.1328 2.1562 -0.5573
H1 1.1084 1.3871 1.1354
H2 -1.0717 -0.6425 -2.0435

SMILES string: On1oncc1=S
Largest force on an atom in eV Å⁻¹: 4.21
Energy relative to the best compared isomer or geometry (same formula, charge and spin) in kJ/mol: 452.24
LUMO energy in eV: -0.65
HOMO in eV: -9.2
E_tot in a.u.: -735.4150

Atomic partial charges in e from the Löwdin method, atoms 1 to 4: O 0.041; N -0.168; O 0.060; N 0.091


No. 3
Below is a gas-phase ion, C7H13N2O (charge +1), with properties calculated with ωB97M-V/def2-TZVPD.

Atoms and positions in Å:
C1 -0.9771 1.3180 0.4936
C2 -1.2156 -0.9250 -0.0371
C3 0.8712 -0.2774 0.5149
C4 0.9971 -0.9896 1.7348
C5 1.1336 -0.7354 -1.9335
C6 -3.1638 0.6024 -0.1463
C7 1.7695 -0.8210 -0.5786
N1 -1.8317 0.3870 0.1350
N2 0.3324 1.0585 0.5919
O1 -1.7264 -1.9620 0.0485
H1 -1.4331 2.3521 0.5238
H2 1.9602 -1.6358 1.7420
H3 0.2464 -1.7217 1.7025
H4 1.0585 -0.4045 2.6412
H5 0.7810 0.2045 -2.2360
H6 0.4425 -1.4980 -2.0629
H7 1.9375 -0.7758 -2.7651
H8 -3.8695 -0.0207 0.3570
H9 -3.3962 1.6644 -0.0822
H10 -3.3151 0.2647 -1.0790
H11 2.7380 -0.1781 -0.6574
H12 2.1562 -1.8827 -0.3335
H13 1.0175 1.7454 0.8493

Largest force on an atom in eV Å⁻¹: 4.73
Energy relative to the best compared isomer or geometry (same formula, charge and spin) in kJ/mol: 425.14
LUMO energy (alpha / beta) in eV: -4.33 / -4.33
HOMO (alpha / beta) in eV: -12.9 / -12.9
E_tot in a.u.: -458.9120
Total charge: +1

Atomic partial charges in e from the Löwdin method, atoms 1 to 4: C 0.008; C -0.178; C -0.284; C -0.047


No. 4
Below is a gas-phase ion, NO4P (charge -2), with properties calculated with ωB97M-V/def2-TZVPD.

Atoms and positions in Å:
O1 1.7123 0.1950 -1.4111
N1 1.2331 -0.0215 -0.2621
P1 -0.6077 -0.0466 0.3743
O2 -0.5600 -1.5833 0.5882
O3 -1.5701 0.5107 -0.7022
O4 -0.6581 0.7812 1.6846

SMILES string: O=NP(=O)([O-])[O-]
Largest force on an atom in eV Å⁻¹: 2.92
Energy relative to the best compared isomer or geometry (same formula, charge and spin) in kJ/mol: 26.12
LUMO energy (alpha / beta) in eV: 7.59 / 7.59
HOMO (alpha / beta) in eV: 0.9 / 0.9
E_tot in a.u.: -697.0455
Total charge: -2

Atomic partial charges in e from the Löwdin method, atoms 1 to 4: O -0.265; N -0.185; P 0.071; O -0.537


No. 5
Below is 2 unconnected molecules or ions with the total composition H3N3O2S, with properties calculated with ωB97M-V/def2-TZVPD.

Atoms and positions in Å:
N1 -1.0659 1.0165 -0.2852
N2 -0.3615 0.0556 -0.7745
N3 -0.2866 -1.0446 -0.0227
O1 -0.8048 -1.0882 1.1098
O2 0.3668 -1.9302 -0.6021
S1 2.5190 0.5605 0.0215
H1 -1.4461 1.1295 0.7156
H2 -1.0120 1.9654 -0.5904
H3 2.0912 -0.6645 0.4281

Largest force on an atom in eV Å⁻¹: 3.94
Energy relative to the best compared isomer or geometry (same formula, charge and spin) in kJ/mol: 487.53
LUMO energy (alpha / beta) in eV: -3.61 / -3.60
HOMO (alpha / beta) in eV: -8.5 / -8.6
E_tot in a.u.: -714.4466

Atomic partial charges in e from the Löwdin method, atoms 1 to 4: N 0.087; N 0.052; N -0.480; O 0.036


No. 6
Below is a molecular structure, C7H10N3O2P3, with properties calculated with ωB97M-V/def2-TZVPD.

Atoms and positions in Å:
C1 -2.9871 -0.4968 -0.1870
C2 -2.1055 -0.6497 -1.2143
C3 -2.5935 -0.8932 1.0976
C4 -0.7627 -0.9726 -0.9375
C5 -1.3267 -1.1660 1.3548
C6 -0.2944 -1.1872 0.2772
C7 0.9500 1.8178 0.2534
N1 4.1068 0.4761 -0.5989
N2 3.5596 -1.7505 0.5936
N3 1.4973 1.3243 -0.9910
O1 1.9061 2.1620 1.2288
O2 1.0419 -1.3853 0.6253
P1 4.6717 -0.3729 0.5716
P2 2.5880 0.2014 -1.2518
P3 2.1738 -1.8729 -0.4197
H1 -3.9349 -0.0882 -0.2592
H2 -2.4357 -0.4948 -2.2589
H3 -3.3047 -0.6802 1.8101
H4 -0.1143 -1.1249 -1.9182
H5 -0.9575 -1.3575 2.3751
H6 0.2519 1.0146 0.8130
H7 0.3746 2.7579 0.0615
H8 3.3091 -2.0622 1.5392
H9 2.5620 2.7745 0.7653
H10 2.9063 0.2359 -2.6359

Largest force on an atom in eV Å⁻¹: 5.66
Energy relative to the best compared isomer or geometry (same formula, charge and spin) in kJ/mol: 206.27
LUMO energy in eV: -0.71
HOMO in eV: -8.1
E_tot in a.u.: -1611.5171

Atomic partial charges in e from the Löwdin method, atoms 1 to 4: C -0.082; C -0.071; C -0.104; C -0.106